1.
This record from OMol25 describes 2 unconnected molecules or ions with the total composition C19H19N5O5S in a non-equilibrium geometry. The level of theory is ωB97M-V/def2-TZVPD.

```
49
Properties=species:S:1:pos:R:3:forces:R:3:nbo_charge:R:1
O 2.39030 2.70416 0.39464 -2.1176 2.3739 -1.4870 -0.38
N 1.58773 3.58448 -0.01083 2.6420 0.6848 2.5303 0.49
O 1.68948 4.76667 0.40072 -0.4565 -1.8281 -0.7682 -0.40
C 0.55940 3.29053 -0.94511 -1.0914 -0.5905 -0.9607 -0.06
C -0.18972 4.45345 -1.36674 -0.6620 0.1012 -0.8032 0.12
N -1.03365 4.48112 -2.38350 0.4919 0.9244 1.7593 -0.41
C -1.28238 3.29680 -2.92676 -0.7265 -2.1256 -2.2420 0.29
N -2.02222 3.11890 -4.05636 1.3848 -0.7792 1.5862 -0.10
O -1.87598 1.74736 -4.36692 0.6412 0.3924 1.5329 -0.14
N -1.04967 1.11396 -3.41038 0.0960 0.7060 0.9160 0.43
O -0.80554 -0.07888 -3.50308 -0.1837 1.0212 -0.2630 -0.37
C -0.68158 2.06680 -2.46132 -1.3971 -0.3085 -2.8360 -0.06
C 0.30252 2.01744 -1.48941 1.4786 1.3831 0.1907 -0.07
H -0.03603 5.39788 -0.83642 0.1272 -0.4447 -0.3021 0.24
H 0.93160 1.14088 -1.34643 -0.2642 0.3100 0.0283 0.28
C -1.48720 2.13769 1.29560 0.8133 -0.6493 -0.6853 -0.25
O -0.28040 1.41643 0.92893 -0.4397 2.4027 1.4090 -0.55
C -0.33068 0.15888 0.45333 1.1287 -2.3391 -0.2368 0.11
C 0.91330 -0.51265 0.42844 -1.5937 1.3383 0.8590 0.01
S 2.47253 0.29289 0.30451 -0.2083 -0.7347 0.0763 0.46
C 3.29184 -1.17882 0.61675 -0.3662 -1.5405 0.3511 -0.26
C 4.76697 -1.22390 0.75754 0.4445 0.0756 0.0592 -0.63
C 2.43027 -2.19594 0.88025 0.9945 0.4095 -0.1439 0.17
C 2.78735 -3.58736 1.27952 0.4312 -0.4000 -0.0194 -0.65
N 1.11470 -1.80429 0.83940 -0.7405 -0.8920 -0.4093 -0.38
C 0.04059 -2.69979 1.25472 0.1655 -0.2392 0.2037 -0.41
C -1.60916 -0.56170 0.40713 -0.4259 -0.5177 0.2296 -0.11
C -1.97576 -1.27916 -0.74656 0.1455 0.2883 0.3945 -0.22
C -3.11367 -2.08482 -0.74934 -0.0492 0.0291 0.1871 -0.21
C -3.91184 -2.16502 0.39442 -0.1271 -0.0326 -0.2283 -0.22
C -3.58157 -1.43072 1.53792 0.2178 0.2007 0.0909 -0.24
C -2.42341 -0.65643 1.56277 -0.2604 -0.0970 -0.5567 -0.16
H -1.21094 3.18528 1.24371 -0.0236 0.1326 0.0371 0.20
H -2.30776 1.92808 0.59241 0.1902 0.0714 0.3028 0.19
H -1.75907 1.88101 2.32097 -0.1647 0.1002 -0.1579 0.19
H 5.10296 -2.26217 0.80900 0.0654 0.1893 -0.0480 0.22
H 5.28212 -0.73958 -0.07946 -0.0615 -0.0563 0.1370 0.22
H 5.08466 -0.73070 1.68728 0.0047 -0.0349 -0.2222 0.22
H 3.83089 -3.78475 1.01516 -0.2351 0.0258 0.0586 0.23
H 2.70275 -3.76353 2.36348 -0.1162 0.1145 -0.2799 0.22
H 2.18070 -4.33886 0.75956 0.1180 0.1845 0.1010 0.23
H 0.48196 -3.58780 1.70968 -0.0559 0.1950 -0.1378 0.21
H -0.59846 -2.23909 2.01726 0.2389 -0.0437 -0.4043 0.22
H -0.55440 -3.00734 0.38958 -0.0838 0.0096 0.2791 0.21
H -1.32448 -1.19879 -1.61874 -0.3234 -0.0817 0.2133 0.24
H -3.36804 -2.63746 -1.65575 0.0025 0.1029 0.3265 0.22
H -4.80419 -2.79714 0.39848 0.2972 0.2503 -0.0383 0.22
H -4.22395 -1.46427 2.42314 0.2585 -0.1232 -0.3092 0.22
H -2.10289 -0.16970 2.48685 -0.2034 -0.1587 -0.3198 0.20
```
Forces are in eV/Å.

As for the molar mass: 429.458 g/mol. For the orbital gap, the calculation gives 4.4 eV. The relative energy (zero: lowest compared OMol25 entry of this formula, charge and spin) comes out at 999.1 kJ/mol. The structure (SMILES) is O=[N+]([O-])c1cnc2no[n+]([O-])c2c1.CO/C(=C1\SC(C)=C(C)N1C)c1ccccc1. As for the highest occupied orbital energy: -0.230 Ha.



2.
This record from OMol25 describes a molecular structure, C19H19N7O2S3SeSr in a non-equilibrium geometry. The level of theory is ωB97M-V/def2-TZVPD.

```
52
Properties=species:S:1:pos:R:3:forces:R:3:nbo_charge:R:1
Sr -0.21565 0.12914 -0.57923 -0.1080 -0.0651 1.4577 1.69
O -4.13614 -2.40354 5.86900 0.0028 -0.0420 0.0020 -0.40
N -3.83236 -1.22727 5.92225 0.1726 0.3290 -0.5502 0.54
O -4.06676 -0.52326 6.88789 0.0726 0.0107 0.0276 -0.41
C -3.17730 -0.59677 4.72305 -0.4086 -0.2931 0.8294 0.03
C -3.13310 0.75474 4.75556 0.2015 -0.0060 -0.4122 -0.14
C -2.58873 1.48712 3.65185 -0.1597 -0.2690 0.2864 -0.04
C -2.49177 2.88659 3.63796 0.0349 0.0408 -0.1116 -0.17
C -1.96453 3.48984 2.52579 0.0044 -0.0321 -0.0037 -0.25
C -1.55386 2.68531 1.45183 -0.0053 -0.0236 -0.0073 0.11
N -1.63584 1.37134 1.44479 -0.0562 0.3467 0.0362 -0.41
C -2.14102 0.77361 2.53503 0.1141 -0.0852 -0.1233 0.17
C -2.15044 -0.67501 2.54334 0.1077 0.0699 -0.0725 0.26
N -1.58790 -1.25250 1.47128 -0.0774 -0.2749 -0.1235 -0.42
C -1.51539 -2.56244 1.43419 -0.0399 -0.0124 0.0992 0.09
C -1.98527 -3.37583 2.47081 0.0459 0.0157 -0.0843 -0.25
C -2.56118 -2.80320 3.57669 0.0151 -0.0316 -0.0332 -0.15
C -2.66263 -1.40184 3.63907 0.0564 0.2840 -0.0529 -0.13
H -3.51918 1.28498 5.61245 -0.0199 -0.0272 0.0448 0.24
H -2.82850 3.46246 4.49153 -0.0033 -0.0045 0.0199 0.20
H -1.85626 4.56339 2.45505 -0.0053 0.0037 0.0296 0.21
H -1.13892 3.13909 0.55850 -0.0140 0.0049 -0.0047 0.21
H -1.06295 -2.99551 0.54874 -0.0126 -0.0084 -0.0095 0.21
H -1.88834 -4.45032 2.39052 -0.0101 -0.0024 0.0282 0.21
H -2.92897 -3.42047 4.37760 0.0078 0.0272 0.0150 0.23
S -2.81651 0.09508 -4.59869 -0.2332 -0.0254 -0.6312 -0.23
C -2.12367 0.12213 -3.10796 0.4690 0.0735 1.3720 -0.48
S -1.63135 1.71644 -2.38608 -0.4685 -0.7434 -0.7968 -0.57
S -1.89453 -1.42007 -2.19189 -0.3662 0.6979 -0.8953 -0.55
Se 1.65740 0.33839 1.59014 0.2909 0.0809 0.1811 -1.74
C 2.43453 1.32025 -2.12763 -0.1878 -0.0891 -0.0330 -0.12
N 1.82468 -0.02547 -2.14451 0.2787 -0.0962 -0.7312 -0.54
C 2.86377 -0.98900 -1.74295 -0.1799 -0.0571 -0.0181 -0.11
N 4.00354 -0.96243 -2.66940 0.1966 0.0694 0.1773 -0.48
C 4.54983 0.39817 -2.64922 0.0210 0.0147 -0.0022 -0.08
N 3.56527 1.40533 -3.05851 0.1827 0.0611 0.1519 -0.48
C 3.09748 1.06393 -4.39813 0.0146 0.0233 -0.0636 -0.07
N 2.52071 -0.27642 -4.46541 0.0455 -0.0884 -0.2640 -0.48
C 1.39562 -0.33320 -3.53730 0.0007 0.1671 0.4160 -0.10
C 3.52863 -1.23472 -4.02066 -0.0079 -0.0383 -0.0436 -0.07
H 2.75305 1.52331 -1.10070 0.0147 0.0044 -0.0312 0.26
H 1.66696 2.04268 -2.42160 0.0428 0.0158 -0.0138 0.21
H 2.42476 -1.99123 -1.74314 0.0402 0.0074 -0.0116 0.19
H 3.16762 -0.74138 -0.72135 0.0150 -0.0203 -0.0251 0.27
H 5.40697 0.44505 -3.33016 -0.0186 0.0011 0.0066 0.17
H 4.88224 0.62596 -1.63505 -0.0029 -0.0030 -0.0086 0.21
H 3.94720 1.11916 -5.08809 -0.0365 -0.0040 -0.0030 0.17
H 2.33854 1.78660 -4.70755 0.0186 -0.0084 0.0120 0.20
H 0.94432 -1.32638 -3.54948 0.0017 0.0110 -0.0338 0.22
H 0.63708 0.39503 -3.83254 -0.0192 -0.0359 -0.0063 0.23
H 4.38380 -1.19870 -4.70535 -0.0368 0.0061 -0.0045 0.17
H 3.09504 -2.23817 -4.05229 0.0092 0.0207 0.0128 0.19
```
Forces are in eV/Å.

As for the molar mass: 640.189 g/mol. For the orbital gap, the calculation gives 3.1 eV. Its net charge is -2. The relative energy (zero: lowest compared OMol25 entry of this formula, charge and spin) comes out at 222.4 kJ/mol. As for the highest occupied orbital energy: 0.000 Ha.



3.
This record from OMol25 describes a molecular structure, C19H20AlN2O3PS3. The level of theory is ωB97M-V/def2-TZVPD.

```
49
Properties=species:S:1:pos:R:3:forces:R:3:mulliken_spin:R:1
Al 0.02393 -1.12590 -1.76626 -0.0850 -0.0039 -0.1244 0.02
C 5.10421 -1.30641 2.84509 -0.0149 -0.0024 -0.0110 0.00
C 4.21233 -1.14708 1.63439 0.0019 -0.0257 0.0023 0.00
O 2.90734 -1.62601 1.98215 -0.0253 0.0167 0.0049 0.00
P 1.61126 -1.10692 1.17193 0.0332 -0.0261 0.0238 0.01
S 0.01899 -1.91541 1.88870 0.0343 0.0220 -0.0239 0.00
S 2.09752 -1.35572 -0.79773 -0.0300 -0.0135 -0.0022 0.00
O 1.69847 0.48865 1.33039 -0.0283 -0.0192 -0.0242 0.00
C 1.23358 1.11587 2.54140 0.0446 0.0261 0.0223 0.00
C -0.01899 1.90633 2.25451 -0.0209 -0.0141 0.0084 0.01
H 6.12037 -0.98746 2.60720 0.0043 0.0014 -0.0011 0.00
H 5.13060 -2.34855 3.16363 0.0027 -0.0019 -0.0008 0.00
H 4.73389 -0.70312 3.67439 0.0016 -0.0016 0.0005 0.00
H 4.58167 -1.73175 0.78888 0.0039 0.0102 -0.0021 0.00
H 4.15293 -0.10169 1.32372 -0.0032 0.0078 0.0002 0.00
H 2.04801 1.76467 2.87200 -0.0045 -0.0095 0.0143 0.00
H 1.05637 0.35690 3.30633 -0.0033 0.0073 -0.0107 0.00
H 0.16892 2.65708 1.48687 -0.0139 0.0052 -0.0181 0.00
H -0.35670 2.40864 3.16419 -0.0078 0.0067 0.0014 0.00
H -0.81117 1.24148 1.90746 0.0045 0.0124 -0.0028 0.00
C -2.78363 -4.37005 -1.15595 0.0085 -0.0147 0.0025 0.08
C -3.81799 -3.61447 -0.61101 -0.0097 0.0074 0.0004 -0.04
C -3.68062 -2.24738 -0.46152 -0.0125 0.0056 0.0036 0.06
C -2.49730 -1.60974 -0.85410 -0.0043 -0.0201 0.0105 -0.08
C -1.43767 -2.36342 -1.40073 0.0492 0.0006 0.0271 0.08
C -1.60996 -3.73832 -1.54033 0.0197 0.0049 -0.0286 -0.04
C -2.28840 -0.16248 -0.72230 0.0061 0.0138 0.0058 0.34
C -3.22558 0.72293 -0.22052 -0.0062 -0.0013 -0.0145 -0.12
C -2.98107 2.08228 -0.17108 -0.0130 0.0055 -0.0099 0.40
C -1.72993 2.58401 -0.64761 0.0048 0.0051 0.0269 -0.06
C -1.39652 3.94353 -0.61983 0.0115 0.0039 0.0094 0.06
C -0.15587 4.39169 -1.03765 0.0081 0.0046 0.0024 -0.01
C 0.77915 3.47395 -1.50643 -0.0012 0.0004 -0.0207 0.06
C 0.46928 2.12467 -1.55928 0.0246 0.0030 -0.0206 -0.01
C -0.77505 1.65633 -1.13233 0.0265 -0.0231 0.0332 0.06
N -1.05076 0.29908 -1.16623 -0.0142 -0.0421 0.0183 0.17
H -2.89487 -5.44191 -1.27025 0.0014 -0.0042 -0.0009 0.01
H -4.73721 -4.09765 -0.30058 -0.0044 -0.0015 0.0027 0.00
H -4.49924 -1.68249 -0.03338 -0.0037 0.0020 0.0016 0.01
H -0.80630 -4.33946 -1.95497 0.0063 -0.0036 0.0112 0.00
H -4.17177 0.33784 0.13343 -0.0043 -0.0049 -0.0049 -0.01
H -3.71742 2.77076 0.22329 -0.0018 0.0038 -0.0006 0.03
H -2.13387 4.64576 -0.24583 -0.0026 0.0041 0.0032 0.00
H 0.08399 5.44708 -0.99961 0.0021 0.0062 -0.0033 0.00
H 1.75379 3.80865 -1.83881 0.0039 0.0045 -0.0016 0.01
H 1.20036 1.41662 -1.93212 -0.0041 0.0123 0.0188 -0.01
O 1.18342 -0.36333 -5.91074 0.0065 0.0059 0.0211 0.00
S 0.62504 -1.27901 -4.92599 -0.0061 -0.0874 -0.0164 0.00
N 0.58247 -0.87909 -3.51679 0.0150 0.1111 0.0662 0.00
```
Forces are in eV/Å.

As for the molar mass: 478.537 g/mol. For the orbital gap (alpha / beta), the calculation gives 5.2 / 8.0 eV. The spin multiplicity is 2. Its net charge is -1. The relative energy (zero: lowest compared OMol25 entry of this formula, charge and spin) comes out at 0.5 kJ/mol. As for the highest occupied orbital energy (alpha / beta): -0.090 / -0.192 Ha.



no.,electronic energy (Ha)
1,-1783.213291
2,-4895.949463
3,-2849.906433